{
  "formula": "C54H145N11O16",
  "method": "wB97M-V/def2-TZVPD",
  "species": ["C", "C", "C", "O", "C", "N", "H", "H", "H", "H", "H", "H", "H", "H", "H", "H", "H", "C", "C", "C", "O", "C", "N", "H", "H", "H", "H", "H", "H", "H", "H", "H", "H", "H", "C", "C", "C", "O", "C", "N", "H", "H", "H", "H", "H", "H", "H", "H", "H", "H", "H", "C", "C", "C", "O", "C", "N", "H", "H", "H", "H", "H", "H", "H", "H", "H", "H", "H", "C", "C", "C", "O", "C", "N", "H", "H", "H", "H", "H", "H", "H", "H", "H", "H", "H", "C", "C", "C", "O", "C", "N", "H", "H", "H", "H", "H", "H", "H", "H", "H", "H", "H", "C", "C", "C", "O", "C", "N", "H", "H", "H", "H", "H", "H", "H", "H", "H", "H", "H", "C", "C", "C", "O", "C", "N", "H", "H", "H", "H", "H", "H", "H", "H", "H", "H", "H", "C", "C", "O", "H", "H", "H", "H", "H", "H", "C", "C", "O", "H", "H", "H", "H", "H", "H", "C", "O", "C", "C", "N", "C", "C", "O", "C", "H", "H", "H", "H", "H", "H", "H", "H", "H", "H", "H", "H", "H", "H", "H", "C", "O", "C", "C", "N", "C", "C", "O", "C", "H", "H", "H", "H", "H", "H", "H", "H", "H", "H", "H", "H", "H", "H", "H", "C", "O", "C", "C", "N", "C", "C", "O", "C", "H", "H", "H", "H", "H", "H", "H", "H", "H", "H", "H", "H", "H", "H", "H"],
  "positions_angstrom": [[-4.62298, 2.85682, -3.23845], [-3.62871, 2.52628, -2.11213], [-2.33368, 3.43909, -2.15312], [-1.58887, 3.18199, -1.01842], [-0.37762, 3.91518, -0.91013], [-4.35675, 2.72617, -0.88587], [-4.02756, 2.99361, -4.14115], [-5.02850, 3.86254, -3.12812], [-5.32836, 2.02595, -3.22424], [-3.32425, 1.48040, -2.07291], [-2.57007, 4.50312, -2.16083], [-1.84670, 3.16638, -3.08937], [0.24326, 3.77965, -1.79571], [0.18164, 3.62297, -0.02135], [-0.62780, 4.97396, -0.84314], [-4.86194, 3.59947, -0.83857], [-3.64083, 2.86301, -0.18670], [2.70554, -3.46960, -1.13963], [3.33192, -4.51379, -0.17821], [2.62461, -4.54907, 1.15241], [2.78928, -3.31021, 1.80117], [2.53881, -3.33535, 3.23521], [3.23538, -5.85298, -0.76973], [2.96031, -2.45923, -0.81971], [1.62216, -3.58945, -1.14537], [2.93329, -3.60470, -2.19697], [4.40832, -4.35681, -0.10885], [3.00943, -5.30191, 1.84033], [1.54608, -4.66904, 1.05004], [2.57624, -2.28505, 3.52428], [3.21771, -3.88300, 3.88888], [1.53535, -3.66378, 3.50596], [2.30858, -6.25284, -0.80512], [3.79583, -6.52114, -0.26025], [5.95211, 2.78907, -7.37390], [5.58944, 1.53452, -6.50321], [5.02337, 1.99297, -5.12268], [6.10468, 2.44903, -4.37722], [5.82505, 2.67726, -2.97841], [4.59798, 0.83355, -7.28723], [6.69736, 3.40667, -6.87263], [5.05074, 3.36846, -7.57375], [6.40634, 2.56604, -8.33931], [6.48886, 0.94395, -6.32895], [4.49464, 1.12317, -4.73281], [4.22091, 2.70754, -5.30586], [5.66300, 1.73213, -2.46016], [4.98827, 3.35886, -2.82568], [6.65452, 3.15551, -2.45748], [4.97452, 0.47017, -8.15110], [4.42751, -0.00734, -6.75437], [5.56845, -2.55505, -6.21671], [4.32410, -3.40639, -6.11604], [3.08257, -2.52682, -6.43327], [2.95194, -1.30786, -5.72084], [2.90655, -1.41851, -4.29480], [4.39318, -4.48720, -7.04480], [6.44314, -3.20526, -6.20118], [5.57791, -1.81681, -5.41483], [5.61979, -2.01230, -7.16057], [4.33725, -3.82464, -5.10957], [2.20943, -3.15525, -6.25777], [3.05991, -2.30989, -7.50122], [2.23125, -2.22573, -4.01112], [2.42576, -0.50214, -3.95244], [3.91957, -1.50229, -3.90125], [4.94784, -5.20093, -6.59419], [3.51008, -4.96287, -6.92661], [-1.08889, -3.75966, 1.47828], [-1.49669, -4.28005, 0.08540], [-2.60651, -5.36931, 0.35927], [-2.14620, -6.33829, 1.23470], [-2.95259, -7.42679, 1.46469], [-1.95662, -3.21713, -0.77459], [-1.91467, -3.56009, 2.16118], [-0.44800, -2.87859, 1.44539], [-0.46402, -4.43862, 2.05850], [-0.63361, -4.72262, -0.41193], [-3.05623, -5.74483, -0.55988], [-3.38304, -4.78733, 0.85565], [-3.18706, -7.87883, 0.50096], [-3.92758, -7.21409, 1.90316], [-2.41138, -8.17213, 2.04749], [-1.42162, -2.37078, -0.64208], [-2.85402, -2.86608, -0.47204], [0.89560, 2.71376, 3.91179], [-0.15866, 2.87329, 4.99360], [-0.31931, 4.40035, 5.35442], [0.91733, 5.08047, 5.63377], [0.83798, 6.50139, 5.56981], [-1.42846, 2.37796, 4.44347], [0.59035, 3.27286, 3.02729], [0.98190, 1.68225, 3.57025], [1.85327, 3.16892, 4.16435], [0.12942, 2.35765, 5.90969], [-0.94973, 4.50453, 6.23749], [-0.76358, 4.85849, 4.47077], [0.67486, 6.85685, 4.55239], [1.81208, 6.91356, 5.83316], [0.07881, 6.93699, 6.21944], [-1.20901, 1.56678, 3.88318], [-1.94172, 1.98007, 5.21700], [1.59928, -3.12849, 9.33100], [0.61342, -2.68327, 8.19816], [1.09405, -3.17684, 6.89186], [2.45353, -2.84137, 6.58998], [2.66411, -1.43986, 6.41900], [-0.74409, -3.08949, 8.39910], [1.21676, -2.84130, 10.31044], [2.60442, -2.71989, 9.22693], [1.60263, -4.21774, 9.29072], [0.68063, -1.59539, 8.20731], [0.55034, -2.79686, 6.02693], [0.92235, -4.24594, 6.76676], [2.37132, -0.84838, 7.28649], [1.99920, -1.00679, 5.67172], [3.69120, -1.18125, 6.16148], [-1.09895, -2.51060, 9.14681], [-0.78977, -4.01843, 8.79293], [0.83823, 4.89227, -4.86359], [2.02840, 5.65171, -5.33553], [3.25393, 5.58184, -4.39840], [3.09969, 6.49546, -3.28206], [3.99457, 6.20518, -2.19269], [2.33210, 5.15021, -6.63571], [-0.05675, 5.14883, -5.43042], [0.63340, 5.09330, -3.81205], [0.93984, 3.81244, -4.97196], [1.74765, 6.68491, -5.53994], [4.22620, 5.66621, -4.88385], [3.16964, 4.60698, -3.91816], [3.89731, 6.90373, -1.36163], [5.04456, 6.23945, -2.48331], [3.88433, 5.17316, -1.85970], [2.31625, 4.14256, -6.56872], [1.57591, 5.32927, -7.28086], [4.08572, 0.38371, 3.48237], [5.32337, 0.05546, 2.54951], [6.27975, 1.14171, 2.64372], [3.62549, 1.33998, 3.23368], [4.42464, 0.35299, 4.51789], [3.29670, -0.36165, 3.38239], [5.00378, 0.16948, 1.51367], [5.84046, -0.89836, 2.65412], [6.82021, 1.02309, 1.85922], [-5.92490, -3.17459, 2.00505], [-4.78978, -2.29359, 1.78490], [-4.70348, -1.89123, 0.42972], [-5.73120, -4.18383, 1.64170], [-6.83906, -2.78710, 1.55532], [-6.18832, -3.18815, 3.06266], [-3.82371, -2.71536, 2.06226], [-4.85355, -1.38218, 2.37935], [-5.27674, -1.13170, 0.30287], [-1.00454, -0.89063, 4.38151], [-0.83152, -0.09125, 3.20878], [-1.78464, -0.13459, 2.14978], [-1.30634, 0.52447, 0.82509], [-0.48511, -0.42416, 0.03507], [0.81362, -0.64639, 0.60895], [1.73510, 0.56584, 0.38744], [2.01608, 0.82270, -0.95978], [3.11798, 1.63936, -1.23597], [-0.26361, -0.64113, 5.14102], [-0.81858, -1.91108, 4.04653], [-1.98506, -0.74324, 4.83424], [-2.56904, 0.53916, 2.49454], [-2.17204, -1.12159, 1.89704], [-0.83377, 1.47754, 1.06266], [-2.25414, 0.76442, 0.34321], [-0.29707, 0.02307, -0.85078], [1.17997, -1.50688, 0.04909], [0.88395, -0.98206, 1.64359], [2.59601, 0.27589, 0.98981], [1.32401, 1.49841, 0.77399], [3.29996, 1.71279, -2.30816], [4.05535, 1.23235, -0.85678], [3.01080, 2.64102, -0.81969], [-1.87491, 0.78604, 7.92553], [-2.48308, 1.07189, 6.71541], [-3.89624, 0.76665, 6.78814], [-4.69895, 1.11670, 5.53020], [-4.45089, 2.52662, 5.11650], [-5.22615, 2.72686, 3.89969], [-4.74270, 3.99686, 3.16068], [-3.66370, 3.60922, 2.35174], [-2.71079, 4.64226, 2.03328], [-1.95326, -0.28782, 8.09516], [-2.38484, 1.25699, 8.76594], [-0.82851, 1.07875, 7.83907], [-4.30412, 1.33153, 7.62637], [-4.07338, -0.27863, 7.04134], [-5.75501, 0.87908, 5.65812], [-4.42266, 0.44995, 4.71337], [-3.51444, 2.66504, 4.76438], [-6.24330, 2.97888, 4.19968], [-5.34315, 1.91317, 3.18392], [-4.51838, 4.82780, 3.82949], [-5.60369, 4.29317, 2.56151], [-1.74237, 4.17605, 1.85191], [-2.50116, 5.34956, 2.83571], [-3.02986, 5.14413, 1.11981], [-0.72517, -2.34012, -4.90828], [-2.08980, -2.35529, -4.52198], [-2.42039, -1.07452, -4.04957], [-3.94981, -1.05155, -3.84638], [-4.61090, -1.13190, -5.16433], [-6.06872, -1.20513, -5.08042], [-6.66978, -1.41903, -6.53804], [-6.24953, -2.55587, -7.28194], [-6.63339, -3.87550, -6.86573], [-0.64012, -3.35130, -5.30624], [0.06650, -2.25618, -4.16376], [-0.51875, -1.65795, -5.73298], [-1.99684, -0.23496, -4.60077], [-1.93314, -1.07795, -3.07455], [-4.32502, -0.11675, -3.42989], [-4.30709, -1.89651, -3.25775], [-4.14093, -1.84659, -5.70140], [-6.42222, -0.20524, -4.82870], [-6.43157, -1.85034, -4.28034], [-6.53919, -0.51836, -7.13790], [-7.74965, -1.53214, -6.44216], [-6.27716, -4.54550, -7.64822], [-7.71624, -3.99283, -6.82360], [-6.15661, -4.04790, -5.90082]],
  "e_above_lowest_kj_mol": 143.4,
  "e_tot_ev": -107488.5469,
  "e_lumo_ev": 0.44,
  "gap_ev": 8.72,
  "max_force_ev_per_a": 2.76
}